Entry 1:
Formula: C6H9N3O3S3
Source: OMol25
Level of theory: ωB97M-V with the def2-TZVPD basis set

Computed properties:
- maximum force (hartree/bohr) = 0.115
- lowest unoccupied orbital energy (eV) = -0.55
- gap between HOMO and LUMO (hartree) = 0.304
- HOMO level (eV) = -8.813
- relative energy (zero: lowest compared OMol25 entry of this formula, charge and spin) (kcal per mole) = 20.1

Each line ends with the Mulliken charge.
Positions of all 24 atoms, in Å:
C: -4.24 0.05 0.15  0.344
C: -1.88 -0.79 0.58  0.207
C: -2.20 1.47 0.13  0.525
C: 1.52 -1.25 -0.59  -1.676
C: 1.51 -0.12 0.47  -0.170
C: 0.79 1.16 0.10  0.516
N: -3.27 -0.85 0.44  -0.156
N: -3.57 1.25 -0.13  -0.133
N: -1.35 0.46 0.34  -0.089
O: -5.43 -0.10 0.16  -0.572
O: -1.22 -1.74 0.81  -0.555
O: -1.72 2.68 0.16  -0.518
S: 3.21 0.44 0.77  -0.124
S: 0.64 2.31 1.30  -0.352
S: 0.69 1.76 -1.47  -0.019
H: 0.56 -1.41 -0.93  0.386
H: 2.13 -1.05 -1.44  0.590
H: 1.92 -2.16 -0.06  0.334
H: 1.03 -0.53 1.43  0.332
H: -3.59 -1.90 0.49  0.281
H: -4.23 2.08 -0.32  0.305
H: 2.72 1.07 1.87  0.143
H: -0.79 2.82 0.57  0.272
H: 1.42 0.74 -1.95  0.131



Entry 2:
Formula: C11H16ClP
Source: OMol25
Level of theory: ωB97M-V with the def2-TZVPD basis set

Computed properties:
- maximum force (hartree/bohr) = 0.056
- lowest unoccupied orbital energy (alpha / beta) (eV) = -0.52 / -0.05
- gap between HOMO and LUMO (alpha / beta) (hartree) = 0.263 / 0.280
- HOMO level (alpha / beta) (eV) = -7.684 / -7.677
- relative energy (zero: lowest compared OMol25 entry of this formula, charge and spin) (kcal per mole) = 63.7

Each line ends with the Mulliken charge.
Positions of all 29 atoms, in Å:
C: -4.32 0.34 0.32  -0.445
C: -3.69 -0.78 -0.19  -0.385
C: -3.62 1.53 0.54  -0.309
C: -2.32 -0.65 -0.60  -0.372
C: -2.23 1.57 0.39  -0.488
C: -1.66 0.44 -0.18  0.568
C: 2.20 1.48 -1.73  -0.929
C: 0.96 -1.04 1.49  -1.254
C: 1.67 -1.58 -1.04  -1.297
C: 3.19 -0.25 0.58  -1.750
C: 1.75 -0.57 0.18  1.037
P: 1.03 1.06 -0.52  0.720
Cl: 1.17 2.46 0.97  -0.279
H: -5.40 0.42 0.59  0.301
H: -4.24 -1.68 -0.35  0.396
H: -4.05 2.45 0.98  0.301
H: -1.72 -1.54 -1.03  0.126
H: -1.60 2.41 0.74  0.199
H: 2.40 0.73 -2.48  0.271
H: 2.24 2.60 -2.02  0.260
H: 1.92 -1.28 2.10  0.356
H: 0.49 -0.16 1.98  0.324
H: 0.14 -1.81 1.54  0.288
H: 2.43 -1.20 -1.78  0.407
H: 0.65 -1.68 -1.52  0.212
H: 2.15 -2.61 -0.82  0.365
H: 3.58 -1.30 0.61  0.446
H: 3.61 0.32 -0.28  0.499
H: 3.25 0.32 1.51  0.435



Entry 3:
Formula: C4H12N2S
Source: OMol25
Level of theory: ωB97M-V with the def2-TZVPD basis set

Computed properties:
- charge = +1
- maximum force (hartree/bohr) = 0.072
- spin multiplicity = 2
- lowest unoccupied orbital energy (alpha / beta) (eV) = -3.54 / -9.08
- gap between HOMO and LUMO (alpha / beta) (hartree) = 0.334 / 0.111
- HOMO level (alpha / beta) (eV) = -12.625 / -12.113
- relative energy (zero: lowest compared OMol25 entry of this formula, charge and spin) (kcal per mole) = 70.2

Each line ends with the Mulliken charge.
Positions of all 19 atoms, in Å:
C: -1.23 -0.06 -0.02  -0.582
N: 0.20 0.02 0.07  -0.244
C: 0.68 1.37 -0.10  -0.668
C: 2.13 1.25 0.14  -0.425
S: 2.88 2.88 0.09  0.153
C: -1.66 -1.51 0.21  -0.629
N: -1.19 -2.66 -0.71  -0.606
H: -1.90 0.49 0.71  0.342
H: -1.65 0.15 -1.04  0.303
H: 0.71 -0.63 -0.61  0.294
H: 0.04 2.09 0.60  0.397
H: 0.40 1.82 -1.07  0.375
H: 2.30 0.77 1.10  0.414
H: 2.63 0.59 -0.66  0.383
H: 2.25 3.31 1.20  0.262
H: -1.25 -1.74 1.21  0.319
H: -2.72 -1.54 0.06  0.406
H: -2.06 -3.27 -0.94  0.263
H: -0.55 -3.32 -0.25  0.244



- Look up the maximum force of the first one.
  0.115 hartree/bohr



- The highest relative energy (zero: lowest compared OMol25 entry of this formula, charge and spin) belongs to which entry?
  C4H12N2S



What did the second record say?
Formula: C11H16ClP
Source: OMol25
Level of theory: ωB97M-V with the def2-TZVPD basis set

Computed properties:
- maximum force (hartree/bohr) = 0.056
- lowest unoccupied orbital energy (alpha / beta) (eV) = -0.52 / -0.05
- gap between HOMO and LUMO (alpha / beta) (hartree) = 0.263 / 0.280
- HOMO level (alpha / beta) (eV) = -7.684 / -7.677
- relative energy (zero: lowest compared OMol25 entry of this formula, charge and spin) (kcal per mole) = 63.7

Each line ends with the Mulliken charge.
Positions of all 29 atoms, in Å:
C: -4.32 0.34 0.32  -0.445
C: -3.69 -0.78 -0.19  -0.385
C: -3.62 1.53 0.54  -0.309
C: -2.32 -0.65 -0.60  -0.372
C: -2.23 1.57 0.39  -0.488
C: -1.66 0.44 -0.18  0.568
C: 2.20 1.48 -1.73  -0.929
C: 0.96 -1.04 1.49  -1.254
C: 1.67 -1.58 -1.04  -1.297
C: 3.19 -0.25 0.58  -1.750
C: 1.75 -0.57 0.18  1.037
P: 1.03 1.06 -0.52  0.720
Cl: 1.17 2.46 0.97  -0.279
H: -5.40 0.42 0.59  0.301
H: -4.24 -1.68 -0.35  0.396
H: -4.05 2.45 0.98  0.301
H: -1.72 -1.54 -1.03  0.126
H: -1.60 2.41 0.74  0.199
H: 2.40 0.73 -2.48  0.271
H: 2.24 2.60 -2.02  0.260
H: 1.92 -1.28 2.10  0.356
H: 0.49 -0.16 1.98  0.324
H: 0.14 -1.81 1.54  0.288
H: 2.43 -1.20 -1.78  0.407
H: 0.65 -1.68 -1.52  0.212
H: 2.15 -2.61 -0.82  0.365
H: 3.58 -1.30 0.61  0.446
H: 3.61 0.32 -0.28  0.499
H: 3.25 0.32 1.51  0.435